43
Properties=species:S:1:pos:R:3:forces:R:3:mulliken_charge:R:1 method="wB97M-V/def2-TZVPD" energy_ha=-1642.7116 smiles=CCCSSC.O.O.O.O.O.O.O.O.O molar_mass_g_mol=284.39 spin_multiplicity=1 homo_lumo_gap_ev=8.71
H -1.387179 -0.317307 1.687770 -0.2 0.3 0.6 -0.059
O 2.567927 -0.807071 2.947115 0.3 -0.1 -0.2 -0.623
H -3.101401 -0.058374 1.377884 -0.1 0.3 0.0 0.397
O 0.195344 -2.183306 3.417375 0.0 -0.4 0.0 -0.641
C -2.111473 0.379344 1.250842 0.8 -1.1 -0.3 -0.108
H -0.211387 -1.642527 -0.995027 -0.2 0.2 -0.2 -0.008
O 1.891231 -0.435310 -3.248074 0.4 -0.5 -0.4 -0.772
S -0.170520 2.179955 2.812247 0.1 -0.6 0.8 -0.103
O -1.662786 -2.572160 -2.860416 -1.0 -0.2 1.4 -0.608
H -2.379701 -0.751451 -2.428955 0.1 -0.6 -0.2 0.332
H -0.948947 -3.022174 -2.402562 0.1 -0.1 -0.1 0.257
O 0.044428 -0.900788 -0.433630 0.5 -0.5 -0.1 -0.169
H 0.597478 -3.657409 0.997762 0.0 0.0 0.0 0.298
H -0.922155 -3.603877 1.065725 -0.2 0.2 -0.2 0.322
O -1.859275 0.030382 -2.609419 0.1 0.7 -0.1 -0.646
C 1.864345 2.588218 -0.753861 0.1 0.8 -0.8 -1.463
H 1.423505 -3.652117 -3.702125 0.3 0.2 -0.1 0.255
H -2.149173 0.694417 -1.989816 -0.2 0.4 0.3 0.246
O -0.162763 -4.064460 1.423540 0.1 -0.4 -0.1 -0.645
H 1.031733 0.978296 0.461639 -0.7 0.5 -0.1 -0.598
H 1.181765 -0.113864 -3.857096 0.0 0.2 0.6 0.460
H 2.025737 1.872179 -1.561927 0.4 -0.1 0.2 0.271
H 1.234049 -2.070383 -3.594415 0.5 -0.3 -0.2 0.448
H 2.670450 -0.271876 3.739205 -0.1 0.0 0.0 0.325
H -1.783913 0.325406 0.216782 -0.4 0.4 -0.2 -0.178
C 1.059374 2.798522 1.667378 -0.3 1.4 -0.4 -0.797
H -0.355238 -2.947479 3.191716 -0.1 0.3 0.0 0.327
H 1.650447 -0.690152 2.685648 -0.3 0.2 0.2 0.264
H -1.384600 -2.668791 -3.755037 0.4 0.0 -1.2 0.321
O 0.795945 -2.943004 -3.556992 -0.3 -0.3 0.2 -0.626
H -0.801963 0.725789 -3.910164 0.0 0.0 0.2 0.414
S -2.002206 2.019523 1.955720 -0.1 0.5 -0.2 -0.114
H 1.065975 -2.568618 3.259595 0.2 0.3 0.3 0.336
H 1.821452 3.225651 2.331469 0.1 -0.5 0.0 0.316
H 1.140222 3.281740 -1.201929 -0.7 -0.3 0.7 0.389
H 1.490851 -0.719160 -2.421957 -0.3 0.5 0.2 0.311
O -0.075784 0.810294 -4.549426 0.1 -0.3 -0.6 -0.739
C 1.596737 1.905898 0.582300 0.8 -1.2 -0.5 0.970
H 2.559981 1.452525 0.850152 0.1 0.4 0.4 0.281
H 2.722394 3.267270 -0.670467 0.2 -0.4 0.0 0.393
H 0.363300 1.654756 -4.451917 -0.2 0.3 0.2 0.331
H 0.870126 -1.188772 -0.024939 0.0 0.1 0.1 0.226
H 0.662706 3.711632 1.209641 -0.2 -0.1 -0.1 0.405


20
Properties=species:S:1:pos:R:3:forces:R:3:mulliken_charge:R:1 method="wB97M-V/def2-TZVPD" energy_ha=-473.6668 relative_energy_kj_mol=357.1 smiles="CN=C(N)N.CC(=O)O" molar_mass_g_mol=133.15 spin_multiplicity=1 homo_lumo_gap_ev=9.41
O 1.829770 -1.873281 2.136671 -0.6 2.0 -1.8 -0.444
H -0.082125 -0.243554 2.358146 1.8 0.1 -0.6 0.086
H -2.162381 0.959741 1.070876 0.8 -0.3 -1.6 0.217
H 0.813342 0.922905 1.289196 -1.2 1.7 -1.0 0.284
H -1.628437 -0.440465 1.352726 1.3 -4.7 3.9 0.242
H 2.545663 -2.460927 2.213348 1.9 -1.4 -0.4 0.308
N -1.784452 0.099512 0.640228 -1.9 3.9 -4.5 -0.408
C -1.247211 0.015793 -0.687921 0.6 2.9 -1.1 0.354
H -1.262790 -1.875681 -1.056996 0.5 -2.4 0.6 0.216
N -1.649579 -1.101928 -1.490623 -0.5 2.2 0.0 -0.481
C -0.199139 1.494852 -2.424136 -1.6 -2.2 -2.2 -0.789
H -0.002180 0.668568 -3.239393 -0.1 0.9 1.5 0.244
N -0.569519 1.051444 -1.101441 -1.5 -0.9 1.2 -0.344
H -1.078905 2.044337 -2.946637 1.6 -0.3 1.2 0.257
H 0.723714 2.048249 -2.355598 -0.1 0.5 -0.1 0.285
C 0.901442 0.222519 2.056578 1.4 -0.6 -1.0 -0.777
O 2.931342 -0.520054 0.473231 -2.2 -0.6 1.6 -0.495
H 1.302097 0.771929 2.933003 0.4 -0.8 -0.5 0.368
H -1.428043 -1.063149 -2.490488 0.3 0.3 0.8 0.261
C 2.047394 -0.720818 1.269226 -0.9 -0.4 4.0 0.615


20
Properties=species:S:1:pos:R:3:forces:R:3:mulliken_charge:R:1 method="wB97M-V/def2-TZVPD" energy_ha=-1173.7177 smiles="[H]/N=C(/N)NSC.N#CCS" molar_mass_g_mol=178.29 spin_multiplicity=1 homo_lumo_gap_ev=9.46
N 4.360183 4.276661 0.072127 1.2 2.2 -0.9 -0.325
H -0.058481 1.367522 -0.379341 -1.6 -0.2 0.1 0.125
C 3.844520 3.343863 0.439702 -1.1 -2.4 0.3 0.233
H 4.933170 0.982891 2.676898 -1.4 0.1 -2.9 0.165
C -1.050293 0.825323 -0.356840 2.3 -2.4 0.0 -0.633
H 2.408063 1.684583 0.419359 0.7 0.8 0.0 -0.086
H 2.730585 2.594546 1.838732 -0.7 -0.2 1.8 0.310
S -1.145970 -0.247647 -1.855934 0.3 0.2 0.6 -0.106
H -1.148798 0.141756 0.517898 0.6 0.5 -0.5 0.271
H -4.067822 -2.498304 0.439148 1.8 -1.8 -2.6 0.267
C -2.306485 -2.336359 -0.756295 0.7 -2.5 3.7 0.515
N -1.204454 -2.778216 -0.292447 0.7 -0.3 -0.3 -0.705
H -3.209442 -1.234929 -2.106643 1.1 0.5 2.0 0.296
H -1.962660 1.287068 -0.428059 -1.6 2.3 0.1 0.351
S 4.344460 0.806778 1.272306 1.8 -0.8 3.0 -0.221
C 3.221789 2.153821 1.024977 -0.4 0.3 -1.3 -0.071
H -0.345934 -2.226384 -0.541634 -1.4 -0.6 -0.1 0.242
N -2.503763 -1.142196 -1.292978 -2.1 2.5 -4.6 -0.348
N -3.549860 -3.002782 -0.419958 -0.2 0.7 1.1 -0.583
H -3.288809 -3.997996 -0.271018 -0.6 1.2 0.5 0.302


16
Properties=species:S:1:pos:R:3:forces:R:3:mulliken_charge:R:1 method="wB97M-V/def2-TZVPD" energy_ha=-789.7612 total_charge=+2 relative_energy_kj_mol=0.0 molar_mass_g_mol=145.19 spin_multiplicity=1 homo_lumo_gap_ev=9.46
H -4.949285 2.597814 -0.656527 -2.3 1.6 -3.2 0.290
H -6.650270 -2.198872 0.091783 0.1 0.2 -0.7 0.445
H 9.547663 -1.670312 -0.374821 1.2 -0.2 0.4 0.391
N -3.170898 1.944372 -0.141013 2.5 -1.6 0.0 -0.025
N -5.047105 0.499664 0.156462 2.4 3.3 0.4 0.533
H 9.851607 -0.297924 0.494501 0.8 -0.2 -0.9 0.395
C -5.921640 -1.414341 -0.121384 1.1 -0.8 1.8 -0.072
H -4.513531 2.832270 1.027568 -0.5 -1.0 -0.2 0.280
N 10.326422 -1.055473 -0.053526 0.0 2.3 -3.0 -0.596
S -4.189287 -1.781755 -0.162664 -0.1 0.1 -0.5 0.029
C -4.442509 2.207669 0.105814 -1.5 -1.9 3.6 -0.022
H 11.060235 -1.393520 0.514583 0.5 -1.6 1.3 0.367
N -6.145625 -0.181449 0.186236 -1.8 0.2 -0.6 -0.722
N -2.806194 0.755438 -0.133411 1.4 -0.1 -0.6 -0.258
C -3.905021 -0.122137 0.004847 -1.4 0.0 0.0 0.523
H 10.955436 -0.721437 -0.938444 -2.5 -0.3 2.2 0.444


72
Properties=species:S:1:pos:R:3:forces:R:3:mulliken_charge:R:1 method="wB97M-V/def2-TZVPD" energy_ha=-1561.3178 relative_energy_kj_mol=496.8 smiles="COCCNCCOC.COCCNCCOC.NC(N)=O.NC(N)=O.NC(N)=O" molar_mass_g_mol=446.55 spin_multiplicity=1 homo_lumo_gap_ev=8.96
O -3.837959 7.225805 -3.727412 -0.1 -1.5 1.4 -0.297
N -4.041009 7.579175 -6.360622 1.2 1.1 -1.6 -0.369
O 1.926071 0.864025 -1.795282 -0.2 -0.1 -2.1 -0.634
H 3.846791 -10.637635 1.615958 -0.2 1.0 -0.6 0.357
H 3.268891 3.279085 6.338988 0.7 -0.5 0.0 0.189
H -3.872359 5.969625 -2.190582 0.0 -0.1 0.1 0.196
N 1.851901 -9.809935 5.686078 -1.3 -0.4 -1.2 -0.425
H -2.985069 6.863095 -7.875262 0.6 0.1 -0.4 0.339
H 3.254071 -8.661855 6.660118 0.1 0.2 0.2 0.368
C -1.485079 7.911875 -6.609822 -0.9 1.0 0.2 -0.525
H -6.028309 1.916845 -3.490392 -0.1 0.8 0.3 0.198
H -4.251509 9.653375 -5.983142 0.5 0.0 0.1 0.322
N -5.111349 2.337835 -3.535542 -2.3 0.0 -0.2 -0.370
N 2.519401 1.760435 0.138128 1.8 3.3 2.0 -0.376
H -0.667199 8.032125 -7.320262 0.2 -0.8 -0.4 0.539
H -2.986069 8.604055 -8.066572 -0.4 0.3 0.4 0.378
H 1.499321 -6.909535 6.207038 -0.2 -0.5 0.2 0.314
O 2.236181 0.359615 6.282268 0.7 -5.9 -0.5 -0.558
O -4.217409 0.293205 -3.224622 -1.0 -3.8 0.5 -0.618
H -5.490169 8.651805 -5.362342 -0.2 -0.1 0.3 0.342
O -1.224549 6.952345 -5.581982 -1.4 -0.8 -1.4 -0.265
H -4.230589 9.154515 -3.344652 0.1 0.5 0.0 0.559
H -2.199009 1.438555 -3.660542 0.0 0.3 -0.2 0.227
C 1.898681 -6.974735 2.941538 1.4 -1.9 1.7 -0.577
H 2.797741 2.627425 -0.298852 0.0 -0.2 0.4 0.231
H 3.323421 -12.141065 1.664968 -0.6 -0.8 0.4 0.325
C -3.727469 8.539155 -4.090512 -0.1 1.4 -1.5 -0.319
C 1.927511 0.871675 -0.597812 -0.5 -1.3 -0.4 0.645
H 0.756081 7.352675 -5.619892 0.5 -0.3 0.2 0.338
C -0.041109 7.181005 -4.896622 0.2 1.0 0.0 -0.796
O 2.315491 -10.817665 2.977278 -0.1 -0.3 -0.5 -0.336
C -3.454039 6.956655 -2.387752 -0.7 -1.4 0.1 -0.760
H 2.920271 -6.507225 5.378008 0.7 -0.3 0.0 0.389
N 1.375241 -0.062615 0.179988 -1.4 -2.3 0.3 -0.388
C 2.734461 -8.694345 5.702498 1.2 1.8 -0.3 -0.240
H -3.896509 7.585015 -1.614782 -0.1 0.6 -0.3 0.321
H 2.540671 -6.103635 2.810558 -0.9 0.9 -0.1 0.333
H 3.291061 -11.014745 6.272448 0.7 -0.8 -0.3 0.342
N -3.028759 1.956635 -3.911962 5.9 2.2 -1.6 -0.349
C 2.549721 -11.083425 5.476338 -0.3 1.0 0.1 -0.793
H 3.311221 -12.304165 3.985258 1.0 0.1 -0.3 0.436
C 3.187951 -11.224695 4.072668 -1.0 -0.1 0.2 -0.433
H 2.390771 1.660655 1.134918 0.4 0.8 -0.3 0.149
O 1.339941 -7.147815 4.251288 -0.6 0.1 -0.1 -0.378
N 1.252021 2.235195 6.750838 -3.5 2.5 1.1 -0.409
H 1.132081 -0.918315 -0.298292 -0.2 0.1 0.5 0.218
H -1.468249 8.891865 -6.132912 -0.2 0.4 0.3 0.341
H 0.513291 1.878655 7.340138 0.3 -0.5 -0.5 0.191
H 1.107831 -7.227675 2.235388 0.2 0.7 -0.1 0.260
C -2.903129 7.803935 -7.331022 0.6 -1.9 1.8 -0.826
H 2.335701 -11.139025 0.726388 -0.9 0.9 0.8 0.313
H 1.917671 -11.943025 5.699338 -0.3 0.2 0.0 0.374
C -4.409349 8.690015 -5.498242 0.0 -0.6 1.0 -0.722
H -0.154779 8.102915 -4.326312 0.2 0.4 0.3 0.317
C 2.286811 1.515425 6.329928 -0.9 3.4 1.1 0.624
H 0.182021 6.394175 -4.176062 -0.1 -0.2 -0.4 0.226
H 3.517811 -8.709995 4.944718 0.5 -0.7 -0.3 0.160
H -2.395309 6.834065 -2.159372 0.4 0.5 -0.6 0.298
H -2.663749 8.764325 -4.167352 0.2 0.6 0.1 0.081
C 2.883011 -11.144015 1.668998 2.2 -0.8 1.7 -0.867
H -4.902879 3.320895 -3.434472 -0.6 -0.4 -0.2 0.160
H 4.160221 1.754275 5.933498 0.3 0.9 -0.1 0.234
N 3.326061 2.303505 6.083868 2.1 0.3 -1.1 -0.441
H -2.971439 2.957795 -4.032362 0.3 -0.4 -0.2 0.143
H 2.674121 -7.738115 2.877848 0.0 -0.6 -0.6 0.159
C -4.129929 1.413135 -3.590782 -2.4 1.3 1.6 0.614
H 1.384571 0.002145 1.187868 -0.1 -0.4 -0.4 0.154
H -3.675119 6.823215 -5.799582 -0.4 -0.2 0.3 0.280
C 2.157511 -7.284575 5.423308 -1.1 0.5 -0.2 -0.759
H 4.066861 -10.584495 4.148418 0.5 -0.5 -0.9 0.329
H 1.344771 -9.698105 4.819818 -0.9 0.2 0.0 0.347
H 1.144221 3.218575 6.547278 0.3 -0.2 0.1 0.171


42
Properties=species:S:1:pos:R:3:forces:R:3:mulliken_spin:R:1 method="wB97M-V/def2-TZVPD" energy_ha=-1459.1629 total_charge=+1 relative_energy_kj_mol=32.2 molar_mass_g_mol=485.52 s_squared=3.76 spin_multiplicity=4 homo_lumo_gap_ev="8.00 / 6.64"
H 1.406538 -0.428042 4.046571 0.0 -0.3 -0.2 0.004
H -1.355183 3.034715 5.889086 0.1 -0.4 -0.1 0.000
C -1.755563 1.030377 6.600540 0.0 -0.1 -0.5 0.000
H -1.815154 1.325160 7.653490 0.0 -0.1 -0.5 0.000
C -2.017536 -0.294858 6.219869 0.0 0.2 -0.3 0.002
H 3.157801 -2.127072 4.491319 -0.3 -0.1 -0.2 0.000
H -0.849174 3.582700 0.339719 -0.1 -0.2 -0.3 0.043
C 1.081121 -3.998206 2.535165 0.2 0.2 0.1 -0.001
H -0.790557 -3.315648 1.705603 0.2 0.0 0.0 -0.011
H -2.954060 -1.766371 2.351887 0.0 0.2 -0.1 0.007
H 1.020804 2.808939 -1.471211 -0.1 -0.1 0.1 0.022
H 2.730810 0.015112 -1.163297 -0.4 0.0 0.4 0.014
H -2.059006 -0.302127 -1.300114 -0.1 0.0 0.0 0.026
C -1.904113 -0.677527 4.876705 0.4 0.3 0.4 0.000
C -1.449540 1.980580 5.614951 -0.1 0.0 0.1 0.018
C -2.523546 -1.026739 1.665789 -0.4 -0.8 0.1 0.009
H -2.445267 -1.475374 0.670612 0.1 0.0 0.2 -0.007
C 2.210550 -3.658579 3.291005 -0.3 0.1 -0.1 0.014
C -1.897785 1.671444 -0.213937 -0.4 0.7 -1.1 -0.014
C 0.086192 -3.043400 2.291180 0.3 0.0 0.0 0.003
H 0.300201 0.361515 -2.419559 -0.1 0.1 -0.1 0.011
H -2.823852 1.731225 0.344967 0.3 0.0 0.0 -0.005
C -1.498649 0.592599 -1.086443 -1.0 0.9 -1.0 0.056
H 3.007516 -4.389026 3.449311 -0.3 0.2 0.0 0.001
H -2.308603 -1.033208 6.964336 0.0 0.2 -0.1 0.000
C 0.223086 -1.741732 2.784672 -0.2 -0.2 -0.2 0.002
H -3.209169 -0.171896 1.584562 0.2 -0.2 0.2 0.003
C 1.321913 -1.425678 3.602625 0.0 0.1 -0.1 0.064
P 1.999669 -0.338242 0.011425 1.6 0.1 0.0 0.000
C -1.411777 0.241990 3.936563 -0.4 0.4 0.0 -0.040
C 2.308764 -2.381334 3.852263 -0.1 0.0 -0.1 0.004
P -0.942919 -0.397595 2.294165 0.0 0.2 0.7 0.024
Re -0.022898 0.793062 0.410967 2.7 -2.5 2.8 2.530
H -1.008866 2.329105 3.510178 0.1 -0.3 0.4 0.005
C -1.264256 1.594518 4.282684 0.0 -0.4 0.2 0.003
C -0.234466 0.956820 -1.697029 -0.9 -0.1 -0.4 -0.013
H 3.064453 -0.209329 0.945402 -0.2 -0.4 -0.3 0.026
C 0.143345 2.245953 -1.185244 -0.2 0.8 -0.1 0.004
H -2.136746 -1.702783 4.567934 0.2 0.3 0.3 0.000
H 1.954287 -1.732145 -0.218600 0.0 0.1 0.2 0.029
H 0.986891 -5.004239 2.124102 0.0 0.3 0.1 0.000
C -0.865081 2.670322 -0.249568 -0.9 0.8 -0.7 0.166